# 1
ORCA calculation (wB97M-V/def2-TZVPD) on C41H41N2P2Ru as an isolated structure.

Results
* lowest unoccupied orbital energy (alpha / beta): -0.2889 / -0.3995 Ha
* total charge: +3
* HOMO-LUMO gap (alpha / beta): 8.8008 / 5.8067 eV
* multiplicity: 5
* energy above the lowest of the compared OMol25 structures with the same formula, charge and spin: 1.1 kcal per mole
* F_max: 1.7 eV/Å
* highest occupied orbital energy (alpha / beta): -16.66 / -16.68 eV
* ⟨S²⟩: 6.053

Each line ends with the Löwdin charge.
Atoms and positions in Å:
1 Ru -0.121 0.044 -0.077  1.008
2 P 0.688 2.163 -0.707  0.974
3 P -0.494 -0.147 -2.436  0.989
4 N 0.230 2.363 -3.484  -0.092
5 N -0.668 -1.954 0.531  -0.397
6 C 0.661 3.592 0.409  -0.383
7 C -0.890 -1.869 1.989  -0.145
8 C -0.494 -1.702 -3.370  -0.386
9 C 4.426 2.719 -2.273  -0.032
10 C 5.066 1.557 -1.865  -0.024
11 C -2.829 0.790 -1.340  -0.142
12 C -0.408 -4.149 -4.671  -0.025
13 C 0.724 -2.375 -3.513  -0.113
14 C 3.092 2.919 -1.965  -0.091
15 C -0.501 4.297 -4.742  0.033
16 C 1.724 5.419 1.541  -0.036
17 C -0.117 2.958 -2.226  -0.247
18 C -0.564 3.935 0.988  -0.092
19 C -0.460 5.042 -5.897  -0.008
20 C 1.210 3.560 -6.814  -0.007
21 C 0.481 -1.022 3.937  0.001
22 C 1.814 4.320 0.708  -0.077
23 C -1.675 -2.282 -3.841  -0.085
24 C -0.643 5.041 1.814  -0.042
25 C 0.525 0.963 -3.574  -0.254
26 C 0.764 -3.592 -4.170  -0.042
27 C -2.170 0.538 -2.548  -0.403
28 C -1.620 -3.497 -4.503  -0.035
29 C 4.369 0.562 -1.190  -0.038
30 C 1.433 -0.164 4.465  -0.003
31 C 0.385 4.678 -6.946  0.024
32 C 0.303 3.143 -4.611  -0.191
33 C 0.500 5.787 2.082  -0.027
34 C -4.134 1.223 -3.747  -0.031
35 C 1.966 0.857 3.685  -0.024
36 C 0.594 0.154 1.832  -0.219
37 C -2.826 0.772 -3.757  -0.082
38 C 1.173 2.800 -5.668  0.028
39 C 0.538 -2.753 0.256  -0.055
40 C 3.031 0.748 -0.893  -0.118
41 C 2.399 1.941 -1.251  -0.406
42 C -4.130 1.250 -1.337  -0.042
43 C -4.788 1.456 -2.545  -0.021
44 C -1.828 -2.612 -0.079  -0.055
45 C 0.083 -0.902 2.611  -0.228
46 C 1.549 1.005 2.370  -0.092
47 H 0.385 0.617 -4.604  0.117
48 H -2.625 -1.788 -3.696  0.105
49 H 6.114 1.416 -2.082  0.126
50 H 1.701 -4.111 -4.294  0.122
51 H 0.446 -3.751 0.698  0.121
52 H -1.205 2.908 -2.048  0.106
53 H 0.059 -1.807 4.550  0.134
54 H -1.919 -1.527 2.177  0.146
55 H -2.295 0.611 -0.375  0.064
56 H -4.642 1.440 -0.407  0.123
57 H 0.162 4.021 -2.229  0.118
58 H 1.901 3.308 -7.603  0.132
59 H 1.861 1.979 -5.543  0.126
60 H -0.376 -5.094 -5.192  0.126
61 H 4.870 -0.347 -0.897  0.122
62 H 1.577 0.771 -3.298  0.101
63 H 2.614 5.984 1.773  0.124
64 H -2.532 -3.932 -4.883  0.125
65 H 2.453 -0.022 -0.357  0.073
66 H -1.585 5.329 2.254  0.121
67 H -1.446 3.332 0.789  0.102
68 H 4.969 3.473 -2.824  0.125
69 H 0.406 5.262 -7.853  0.137
70 H 0.439 6.650 2.725  0.125
71 H -2.322 0.583 -4.696  0.122
72 H -0.792 -2.865 2.441  0.149
73 H -2.744 -2.067 0.154  0.100
74 H -1.204 4.548 -3.963  0.126
75 H 2.596 3.832 -2.261  0.117
76 H 2.706 1.531 4.091  0.125
77 H 1.429 -2.279 0.684  0.099
78 H 2.772 4.024 0.304  0.104
79 H -4.655 1.382 -4.680  0.126
80 H 1.790 -0.309 5.476  0.133
81 H 1.633 -1.942 -3.110  0.106
82 H -1.714 -2.670 -1.162  0.073
83 H 0.669 -2.868 -0.824  0.077
84 H -5.811 1.800 -2.542  0.127
85 H -1.108 5.899 -6.006  0.132
86 H 1.967 1.808 1.772  0.078
87 H -1.924 -3.630 0.311  0.119

=====

# 2
ORCA calculation (wB97M-V/def2-TZVPD) on C41H42AsMnN3O7S2 as an isolated structure.

Results
* lowest unoccupied orbital energy (alpha / beta): 0.1455 / 0.1455 Ha
* total charge: -2
* HOMO-LUMO gap (alpha / beta): 4.7806 / 4.7643 eV
* multiplicity: 2
* F_max: 1.7 eV/Å
* highest occupied orbital energy (alpha / beta): -0.82 / -0.81 eV
* ⟨S²⟩: 0.773

Each line ends with the Löwdin charge.
Atoms and positions in Å:
1 As 1.191 1.213 0.470  1.333
2 Mn -1.046 -1.169 0.411  0.619
3 S -2.841 0.096 -2.020  0.553
4 S 2.699 -1.305 -1.784  0.816
5 O -3.537 1.378 -1.940  -0.360
6 O -0.008 0.177 -0.269  -0.512
7 O -1.409 -0.059 2.043  -0.094
8 O -4.417 -3.161 1.282  -0.028
9 O -1.572 0.117 -2.719  -0.332
10 O -2.290 -2.481 1.169  -0.080
11 O -0.558 -2.490 -0.988  -0.093
12 N 0.391 -1.791 1.585  -0.051
13 N 0.542 -1.054 2.766  0.085
14 N -2.739 -0.654 -0.661  -0.248
15 C -4.115 -2.890 -4.410  -0.046
16 C -0.551 2.278 6.367  -0.124
17 C 0.565 1.486 6.115  -0.108
18 C 1.795 3.957 -3.355  -0.116
19 C -1.119 2.821 0.969  -0.066
20 C -5.404 -2.513 -4.785  -0.296
21 C -3.360 -2.101 -3.559  -0.041
22 C 5.513 1.269 0.254  -0.108
23 C -1.305 4.611 2.572  -0.110
24 C 5.032 1.150 2.603  -0.103
25 C 2.115 3.580 -1.003  -0.121
26 C 1.165 2.726 -3.460  -0.078
27 C 0.722 3.331 2.441  -0.105
28 C 1.130 -2.854 1.454  -0.348
29 C -1.853 3.842 1.551  -0.073
30 C 0.343 -4.424 -1.970  -0.033
31 C -5.917 -1.320 -4.289  -0.058
32 C -5.168 -0.524 -3.430  -0.058
33 C 0.176 2.574 1.412  -0.305
34 C -1.624 2.247 5.487  -0.100
35 C -0.456 -0.215 2.883  -0.493
36 C -1.585 1.435 4.362  -0.024
37 C 5.953 1.139 1.565  -0.116
38 C 3.921 -1.483 -3.100  -0.424
39 C 4.159 1.413 -0.022  -0.147
40 C 2.270 4.386 -2.121  -0.108
41 C -3.920 -1.326 -0.149  -0.172
42 C 1.492 2.340 -1.108  -0.316
43 C 2.100 -3.226 2.545  -0.056
44 C 3.236 1.449 1.018  -0.256
45 C 1.047 -3.686 0.304  -0.067
46 C -0.019 4.353 3.021  -0.104
47 C 0.238 -3.456 -0.806  -0.484
48 C 3.677 1.299 2.328  -0.116
49 C 1.010 1.916 -2.341  -0.085
50 C 3.732 -1.825 -0.403  -0.396
51 C -6.230 -3.395 -5.685  -0.074
52 C -3.894 -0.918 -3.065  -0.278
53 C -0.473 0.640 4.108  -0.138
54 C 0.603 0.670 4.996  -0.051
55 C -3.528 -2.424 0.850  -0.629
56 H -0.579 2.919 7.240  0.084
57 H 6.229 1.251 -0.561  0.096
58 H 5.367 1.034 3.628  0.093
59 H 0.405 4.935 3.831  0.094
60 H -6.916 -1.009 -4.578  0.099
61 H -3.699 -3.817 -4.793  0.104
62 H -2.357 -2.382 -3.256  0.111
63 H -6.984 -2.816 -6.221  0.065
64 H -5.554 0.410 -3.040  0.105
65 H 3.827 1.488 -1.049  0.089
66 H -2.399 1.411 3.651  0.118
67 H -1.549 2.211 0.181  0.107
68 H 4.717 -1.360 -0.463  0.025
69 H 1.677 -4.567 0.289  0.084
70 H -1.889 5.402 3.028  0.090
71 H -5.605 -3.905 -6.421  0.067
72 H 0.488 0.970 -2.411  0.068
73 H -4.498 -1.828 -0.931  0.103
74 H 1.187 -4.131 -2.602  0.063
75 H 1.555 -3.503 3.450  0.076
76 H -2.492 2.870 5.668  0.094
77 H -2.862 4.033 1.205  0.104
78 H 0.497 -5.450 -1.632  0.066
79 H 1.722 3.118 2.798  0.083
80 H 2.725 -2.371 2.808  0.060
81 H 3.245 -1.481 0.508  0.016
82 H -6.751 -4.164 -5.109  0.075
83 H -0.567 -4.366 -2.565  0.067
84 H 4.712 -0.734 -3.018  0.022
85 H 1.410 1.509 6.795  0.087
86 H 1.463 0.049 4.779  0.096
87 H 1.907 4.590 -4.229  0.086
88 H 3.400 -1.341 -4.047  0.024
89 H 3.817 -2.912 -0.367  0.036
90 H 0.772 2.393 -4.413  0.100
91 H 2.963 1.291 3.146  0.081
92 H 2.754 5.352 -2.028  0.088
93 H 2.490 3.916 -0.042  0.101
94 H 7.010 1.020 1.776  0.088
95 H -4.611 -0.647 0.369  0.118
96 H 4.366 -2.479 -3.092  0.027
97 H 2.726 -4.060 2.228  0.062

=====

| no. | molecular weight (Da) |
| --- | --- |
| 1 | 724.81 |
| 2 | 882.79 |